Below is an isolated molecule of C18H23N3O2S2 at a distorted geometry, with properties calculated with ωB97M-V/def2-TZVPD.

As for the energy relative to the best compared isomer or geometry (same formula, charge and spin): 1686.9 kJ/mol. As for the lowest unoccupied orbital energy: 0.471 eV. Its HOMO-LUMO gap is 8.818 eV. As for the structure (SMILES): CC(C)N(C(=S)Nc1cccc(S(=O)(=O)N(C)C)c1)c1ccccc1. The max |F| is 17.7 eV/Å.

Geometry (Å):
C  2.9964  2.9365  1.3849
C  1.7850  2.7368  0.9287
C  1.4553  3.3279  -0.4477
N  1.1373  1.5506  1.2987
C  0.4211  1.4463  2.4349
S  0.3246  2.1997  3.7474
N  -0.1255  -0.0759  2.6839
C  -0.7679  -0.8127  1.5909
C  -0.9907  -2.2304  1.9505
C  -1.7850  -2.9640  1.0473
C  -1.8438  -2.4779  -0.3778
C  -1.6653  -1.2097  -0.3828
S  -2.1780  -0.5597  -2.1303
O  -3.2843  -1.0328  -2.6784
O  -2.1109  0.9541  -1.9392
N  -0.7574  -0.5906  -2.8465
C  -0.6192  0.1604  -4.0477
C  -0.4372  -2.0583  -3.4554
C  -1.2362  -0.3467  0.5703
C  1.6533  0.3322  0.6727
C  1.6697  0.1563  -0.7578
C  2.2610  -0.9249  -1.2914
C  2.8003  -1.9048  -0.4087
C  3.1903  -1.7585  0.8472
C  2.3109  -0.3169  1.4324
H  3.1418  2.5670  2.3552
H  3.5478  2.0872  0.7595
H  3.4343  3.8748  1.2145
H  1.0254  3.4893  1.5160
H  0.3894  2.9902  -0.5679
H  2.0108  2.6690  -1.2261
H  1.5350  4.3399  -0.6050
H  -0.3387  -0.2931  3.5952
H  -0.8594  -2.3863  2.9446
H  -1.8789  -3.8781  1.1207
H  -2.5098  -2.9545  -1.0018
H  0.4153  0.2849  -4.3945
H  -1.1381  -0.3809  -4.8215
H  -0.8224  1.1089  -3.8369
H  -1.5246  -2.5869  -3.8047
H  -0.4645  -2.5603  -2.3752
H  0.3110  -2.2231  -3.9827
H  -1.0443  0.6431  0.2150
H  1.0028  0.8270  -1.2617
H  1.9709  -0.9166  -2.1955
H  3.3744  -2.5524  -1.0904
H  3.6244  -2.1966  1.6212
H  2.5693  -0.3313  2.5356



Below is a cluster of 12 separate species, C50H82F6N4O29S2 in total at a distorted geometry, with properties calculated with ωB97M-V/def2-TZVPD.

As for the lowest unoccupied orbital energy: -2.864 eV. Its HOMO-LUMO gap is 4.988 eV. The max |F| is 5.8 eV/Å.

Geometry (Å):
O  0.1813  -3.7997  -4.7582
H  1.0851  -3.6236  -5.0296
H  -0.0997  -3.0358  -4.2492
H  0.1088  -4.6195  -4.2639
C  -4.7812  -0.5167  -3.3923
F  -5.6399  -0.0588  -4.2761
F  -5.2674  -0.8147  -2.1775
F  -4.2617  -1.5912  -3.8602
S  -3.2968  0.7420  -3.2693
O  -2.6160  0.8407  -4.5404
O  -3.9591  1.9554  -2.7788
N  -2.2599  -0.0973  -2.1187
S  -2.1660  0.8416  -0.9157
O  -1.6970  2.1838  -1.1393
O  -3.3673  0.7547  -0.1159
C  -0.8833  -0.1715  0.1140
F  0.0642  -0.6641  -0.6492
F  -0.3560  0.7366  0.8778
F  -1.4495  -1.0510  0.9018
C  5.7140  0.9420  -5.7235
O  5.2790  0.4751  -4.4795
C  6.2524  0.6449  -3.4315
C  6.0758  2.0660  -2.8691
N  7.1224  2.1557  -1.8462
C  6.7969  3.3013  -0.9007
C  8.0932  3.7768  -0.1912
O  9.0766  3.9402  -1.2315
C  10.3984  4.2778  -0.8366
H  5.8646  2.0211  -5.6927
H  4.8897  0.7961  -6.4216
H  6.5844  0.5047  -6.2127
H  7.2845  0.5551  -3.7705
H  6.0387  -0.1155  -2.6804
H  5.0450  2.1418  -2.5232
H  6.2297  2.8547  -3.6056
H  8.0150  2.4329  -2.2291
H  5.9676  3.0023  -0.2596
H  6.3214  4.1065  -1.4608
H  8.3691  3.0752  0.5960
H  7.8734  4.6856  0.3690
H  10.9764  3.3924  -0.5719
H  10.2256  4.7501  0.1305
H  10.9449  4.9233  -1.5242
C  3.2895  -8.3233  -5.5365
O  2.4520  -8.0648  -4.4403
C  2.0540  -9.2613  -3.7667
C  1.3060  -8.9633  -2.4869
N  0.1685  -8.1779  -2.8891
C  -0.7398  -7.8363  -1.7459
C  -2.1861  -7.6362  -2.2653
O  -2.7299  -8.9063  -2.7220
C  -3.3112  -8.7289  -3.9927
H  3.3628  -7.4042  -6.1178
H  2.8008  -8.9333  -6.2962
H  4.3335  -8.4680  -5.2585
H  2.9732  -9.8107  -3.5633
H  1.4215  -9.9374  -4.3419
H  1.8913  -8.3022  -1.8479
H  0.9734  -9.8994  -2.0384
H  -0.2821  -8.8204  -3.5249
H  -0.3008  -6.9332  -1.3219
H  -0.8024  -8.4962  -0.8806
H  -2.0858  -6.8851  -3.0488
H  -2.8070  -7.1489  -1.5135
H  -3.8299  -9.6562  -4.2357
H  -2.5311  -8.7736  -4.7526
H  -3.9833  -7.8737  -4.0635
C  12.5386  -5.5298  13.0843
O  11.6230  -4.4592  12.5940
C  10.7455  -3.9913  13.6039
C  10.2219  -2.5979  13.1514
N  9.6889  -2.7204  11.8554
C  8.3893  -3.4771  11.8070
C  7.4938  -2.9870  10.6099
O  8.2994  -2.9145  9.4222
C  7.6036  -2.4213  8.2842
H  13.2905  -5.2149  13.8078
H  13.1134  -6.0632  12.3271
H  11.8930  -6.2740  13.5507
H  11.2036  -3.6605  14.5360
H  9.8962  -4.6343  13.8349
H  11.0496  -1.8887  13.1461
H  9.6344  -2.2154  13.9860
H  10.2610  -3.4183  11.4017
H  7.9319  -3.2343  12.7661
H  8.4860  -4.5519  11.6539
H  7.1723  -1.9974  10.9346
H  6.5873  -3.5862  10.5248
H  6.6050  -2.0550  8.5224
H  7.5048  -3.2301  7.5602
H  8.1677  -1.6492  7.7611
C  2.2214  10.2689  2.1007
C  2.1158  11.5968  1.7071
C  2.9511  12.5403  2.3473
C  3.9630  12.1421  3.2949
C  4.0350  10.7305  3.6230
C  3.1183  9.8089  3.0297
O  3.1758  8.5521  3.5231
O  2.7530  13.8456  2.1862
H  1.6292  9.4600  1.6991
H  1.3468  11.9670  1.0452
H  4.4810  12.9252  3.8285
H  4.8316  10.4866  4.3103
H  3.9067  8.4781  4.1412
H  3.3939  14.1554  1.5421
C  -9.3735  1.6282  -15.6796
C  -10.4489  0.9822  -16.2085
C  -11.3545  0.2544  -15.4465
C  -11.2765  0.2956  -14.0309
C  -10.1691  0.9590  -13.4752
C  -9.1243  1.5462  -14.2990
O  -7.9773  2.0010  -13.6711
O  -12.3120  -0.4564  -16.0690
H  -8.7055  2.1561  -16.3440
H  -10.5926  1.0404  -17.2773
H  -12.0997  -0.1737  -13.5128
H  -10.0447  0.8944  -12.4043
H  -8.2163  2.4901  -12.8804
H  -12.3817  -0.5689  -17.0199
C  -1.3690  -8.4291  6.5324
C  -0.3343  -9.3212  6.5880
C  -0.6911  -10.6285  6.7442
C  -2.0012  -11.1138  6.7254
C  -2.9888  -10.2280  6.6588
C  -2.6818  -8.8776  6.5734
O  -3.7448  -8.0328  6.4426
O  0.3231  -11.5131  6.8355
H  -1.1533  -7.3839  6.3670
H  0.7256  -9.1196  6.5381
H  -2.1892  -12.1764  6.7692
H  -4.0164  -10.5064  6.4773
H  -4.5819  -8.3574  6.1027
H  0.0200  -12.4076  7.0077
C  -13.5630  2.0830  -0.0096
C  -12.1794  1.9601  0.5809
O  -11.4614  2.9872  -0.0552
C  -12.0821  3.3363  -1.1989
O  -11.5588  4.1020  -2.0057
O  -13.2504  2.6570  -1.3170
H  -14.3015  2.6386  0.5682
H  -13.9797  1.1058  -0.2537
H  -11.7988  0.9632  0.3588
H  -12.0899  2.1217  1.6552
C  -5.8016  8.1006  0.4301
C  -5.5960  8.8058  -0.9353
O  -5.2038  10.1270  -0.5673
C  -5.4224  10.2951  0.7500
O  -5.2461  11.2990  1.3779
O  -5.6120  9.1000  1.4250
H  -5.1674  7.2163  0.4927
H  -6.8274  7.7425  0.5166
H  -6.5443  8.8744  -1.4682
H  -4.8795  8.3069  -1.5879
C  -0.5220  8.2119  -8.9036
C  -0.6872  7.1938  -7.7862
O  0.3583  7.4304  -6.9008
C  1.2986  7.9174  -7.5859
O  2.4792  7.8387  -7.3147
O  0.8122  8.5863  -8.6771
H  -1.0848  9.1448  -8.9355
H  -0.6862  7.8877  -9.9313
H  -0.7271  6.2022  -8.2370
H  -1.6259  7.1487  -7.2340
C  -6.0077  0.7066  6.6244
C  -4.7752  1.5927  6.6200
O  -5.4488  2.8501  6.6269
C  -6.7068  2.7667  6.1950
O  -7.4658  3.7213  5.9955
O  -7.0310  1.4497  6.0229
H  -6.2282  0.3554  7.6324
H  -5.6993  -0.2056  6.1136
H  -4.0785  1.3737  5.8109
H  -4.3861  1.3902  7.6179